This record from the OMol25 dataset describes one molecule with the formula C8H15N3O2S in a non-equilibrium geometry. The level of theory is ωB97M-V with the def2-TZVPD basis set.

Values from the calculation:
SMILES string = C=C(C(=O)NS)C(=O)N(N)CCCC
HOMO level = -8.96 eV
multiplicity = 1
LUMO level = 0.33 eV
Kohn-Sham gap = 9.30 eV
energy above the lowest of the compared OMol25 structures with the same formula, charge and spin = 0.000 eV

```
29
Properties=species:S:1:pos:R:3:forces:R:3
C -1.421983 0.192827 1.410242 0.725 -0.397 -1.196
C -1.763523 -0.403195 0.060911 -4.349 -2.326 3.151
C -0.213638 -0.392053 2.023173 0.283 1.412 1.081
C -2.267571 0.997529 2.010552 1.042 1.741 2.300
C 2.037194 -1.815491 -1.054291 -0.880 2.224 2.559
C 2.236079 -0.342984 -1.377025 1.068 2.493 -0.081
C 1.046973 0.485396 -1.960591 0.085 -3.376 -0.728
C -0.079924 0.850689 -1.041512 -0.857 1.918 -2.368
N 0.438558 0.301482 3.102240 0.243 -1.929 -1.511
N -1.677595 -0.624640 -2.260384 -1.630 0.654 -0.675
N -1.188570 -0.071567 -1.042129 0.855 0.186 -1.731
O 0.227372 -1.429215 1.593976 0.370 0.070 0.550
O -2.767436 -1.169867 0.119862 1.420 0.875 -0.746
S 0.143608 1.648721 4.014688 -0.778 -0.264 1.817
H -1.898178 1.516401 2.972189 -1.268 -1.199 -1.554
H -3.205468 1.289947 1.598370 -0.468 0.082 -0.371
H 0.468383 2.647480 3.251439 0.614 0.804 -1.150
H 1.267194 -1.796672 -0.211871 0.676 -0.988 -1.560
H 1.830448 -2.312725 -1.960281 -0.735 -0.969 -0.728
H 2.954928 -2.178682 -0.621490 0.333 -0.362 0.082
H 2.460334 0.344758 -0.485072 0.477 -1.520 -0.675
H 3.121704 -0.270351 -2.096228 -1.108 0.254 0.871
H 1.415898 1.274049 -2.545768 0.575 1.566 -0.211
H 0.580839 -0.141670 -2.733649 -0.032 0.012 0.006
H -0.470533 1.854446 -1.410259 0.248 -0.892 0.421
H 0.177975 1.014921 -0.040045 0.689 0.147 1.374
H 1.208865 -0.255428 3.448029 0.081 0.039 -0.177
H -2.255465 0.125163 -2.778820 1.172 -1.193 1.192
H -2.406469 -1.339271 -1.986257 1.150 0.938 0.058
```
Forces are in eV/Å.


This record from the OMol25 dataset describes a 2-piece molecular cluster, C8H15N6O overall in a non-equilibrium geometry. The level of theory is ωB97M-V with the def2-TZVPD basis set.

Values from the calculation:
total charge = +1
HOMO level = -12.66 eV
multiplicity = 1
LUMO level = -3.28 eV
Kohn-Sham gap = 9.38 eV
energy above the lowest of the compared OMol25 structures with the same formula, charge and spin = 3.147 eV

```
30
Properties=species:S:1:pos:R:3:forces:R:3
C -1.191300 -0.753650 3.965031 -0.141 -3.182 3.273
C -0.912065 0.055905 3.166279 -0.658 2.700 -2.226
C -0.698383 0.699976 0.687850 -0.021 -0.227 1.473
C -0.189189 2.243355 -1.032162 -1.744 0.007 1.338
C 1.344676 0.490561 -0.599839 1.142 0.577 0.964
C -1.264628 -1.080876 -2.175490 -2.280 1.656 -2.950
C 1.173782 -3.224662 -0.992471 -2.181 0.626 1.674
C -0.965343 1.142722 2.194568 3.063 -0.506 -1.074
N -0.861062 1.891842 0.005112 -0.360 1.250 -2.065
N 0.698793 0.224048 0.499097 0.320 -0.317 0.352
N 0.922395 1.451896 -1.438711 -1.159 1.544 -1.424
N -0.567061 3.421513 -1.636804 3.127 -1.280 -2.010
N 1.230756 -0.421662 1.572984 1.741 -2.093 2.145
N -0.229151 -1.479651 -1.630136 1.727 0.694 0.954
O -0.160174 -2.801186 -1.459213 0.582 -1.849 0.367
H -1.272847 -1.471918 4.778807 -0.114 0.510 -0.727
H 2.411541 0.248609 -0.756081 -0.852 -0.689 0.336
H -1.978806 -1.707545 -2.708903 -0.084 -0.517 0.663
H -1.273435 -0.172687 0.358157 -0.575 0.432 0.031
H -1.418488 -0.010537 -2.488210 0.638 -0.915 1.000
H 1.703553 -2.298920 -0.877596 1.069 0.019 -0.718
H 1.463370 -4.029081 -1.624517 0.833 -0.098 -0.715
H 1.118490 -3.613048 0.050426 -0.426 0.039 -0.655
H -0.022953 1.804628 2.318418 -1.938 -0.464 0.333
H -1.917054 1.667953 2.209723 0.254 0.134 0.052
H 1.397761 1.654169 -2.330524 -0.178 -0.381 0.995
H -1.366812 3.920828 -1.398852 -1.544 0.250 1.082
H -0.193468 3.727511 -2.533990 0.163 -0.390 0.548
H 0.755910 -1.185916 2.253528 0.676 2.538 -2.904
H 2.261193 -0.394178 1.623518 -1.080 -0.068 -0.112
```
Forces are in eV/Å.


This record from the OMol25 dataset describes a 2-piece molecular cluster, C8H15NO overall in a non-equilibrium geometry. The level of theory is ωB97M-V with the def2-TZVPD basis set.

Values from the calculation:
SMILES string = CC(C)(C)C=O.CC=C=N
HOMO level = -8.16 eV
multiplicity = 1
LUMO level = 0.78 eV
Kohn-Sham gap = 8.94 eV
energy above the lowest of the compared OMol25 structures with the same formula, charge and spin = 3.771 eV

```
25
Properties=species:S:1:pos:R:3:forces:R:3
C -2.222705 0.936952 -0.022743 -0.347 -0.946 -0.786
C -2.998711 -1.540630 0.059635 0.507 1.361 -1.034
C 1.482818 -1.263947 -0.525533 -0.809 1.452 -2.586
C 2.591584 0.585482 0.816260 1.513 -0.561 0.364
C 1.056806 1.080274 -1.136946 -1.733 0.157 1.076
C -2.133532 -0.341080 -0.320761 -1.003 -0.558 0.154
C 0.304463 0.144571 1.154200 2.410 -2.748 -1.618
C 1.395171 0.164277 0.001809 -0.761 -0.981 0.611
N -2.343085 2.133282 -0.029874 -0.033 1.684 0.159
O -0.296751 1.002082 1.659600 -0.918 2.904 1.277
H -3.701136 -1.063165 0.694251 -1.336 -0.565 0.719
H -2.388253 -2.244372 0.585516 0.139 -0.590 0.487
H -3.435301 -2.039101 -0.843782 0.167 0.595 0.860
H 0.506811 -1.366048 -1.084399 1.213 -0.386 0.045
H 1.483235 -2.050049 0.150780 0.289 -1.269 1.721
H 2.358479 -1.369484 -1.214564 -0.828 0.037 0.420
H 3.631115 0.332075 0.267021 -2.327 0.840 1.389
H 2.414952 1.664548 1.064908 0.848 -0.847 -0.118
H 2.491123 -0.015568 1.784806 0.854 0.818 -1.034
H 0.041132 0.845137 -1.493953 0.163 0.410 0.262
H 1.098492 2.069397 -0.709093 -0.180 0.685 -0.500
H 1.632628 0.975834 -2.008158 1.417 -0.045 -0.890
H -1.375101 -0.624635 -0.981468 1.272 0.177 -1.027
H 0.299080 -0.880397 1.580328 -0.245 -0.239 0.178
H -1.893309 2.864569 0.552166 -0.272 -1.385 -0.127
```
Forces are in eV/Å.


This record from the OMol25 dataset describes an isolated ion of composition C8H15NO2P and charge +1 in a non-equilibrium geometry. The level of theory is ωB97M-V with the def2-TZVPD basis set.

Values from the calculation:
SMILES string = C=C=CO/C(C[N+](C)(C)C)=P\O
total charge = +1
HOMO level = -12.24 eV
multiplicity = 1
LUMO level = -2.98 eV
Kohn-Sham gap = 9.25 eV

```
27
Properties=species:S:1:pos:R:3:forces:R:3
C 2.393620 1.635249 -0.580776 -1.209 0.222 -0.700
C 3.345143 1.276106 0.219304 -0.670 0.773 0.068
C 1.211444 -0.331918 -0.209690 -0.272 -0.359 1.989
C -1.282540 -1.032135 -1.176344 -0.349 -2.124 -3.982
C -2.211248 -0.436668 0.987977 -3.761 0.439 -0.744
C -1.566003 1.277489 -0.664547 3.883 -1.990 -3.774
C 4.221585 0.840056 1.048365 2.094 -1.957 1.985
C 0.046486 -0.120761 0.737122 1.439 2.426 -1.356
N -1.246287 -0.119092 -0.123071 -0.747 2.989 3.872
O 1.374829 0.734734 -1.027990 1.031 -0.251 -0.217
O 3.416162 -1.499701 -0.763992 0.388 -0.052 -0.505
P 2.147440 -1.651302 0.238923 0.587 0.151 -1.098
H 2.075683 2.583688 -1.006959 0.902 0.118 0.357
H -0.933389 -2.025991 -0.864694 -0.836 0.107 0.199
H -2.327424 -0.987430 -1.699876 1.914 -0.458 1.178
H -0.506890 -0.814236 -1.965322 -0.883 0.385 0.797
H -2.016488 0.206027 1.866334 0.055 -0.534 -0.559
H -3.289220 -0.193959 0.631404 1.764 -0.160 0.438
H -2.298231 -1.511008 1.225004 0.832 0.491 -0.090
H -1.623758 2.047515 -0.023563 -0.136 2.124 3.001
H -0.757923 1.562587 -1.461383 -0.954 -0.736 1.865
H -2.377668 1.279370 -1.302401 -2.335 -0.659 -0.716
H 5.180608 0.405154 0.711995 -0.486 0.520 -0.400
H 4.188963 0.586346 2.162709 -0.766 1.171 -1.467
H 0.080236 0.946846 1.264536 -0.035 -2.277 -1.167
H 0.009985 -0.884674 1.488188 -0.379 -0.473 0.254
H 4.123793 -2.120629 -1.037632 -1.070 0.116 0.773
```
Forces are in eV/Å.


This record from the OMol25 dataset describes C8H15NOPRe as an isolated structure in a non-equilibrium geometry. The level of theory is ωB97M-V with the def2-TZVPD basis set.

Values from the calculation:
total charge = +1
HOMO level (alpha / beta) = -10.20 / -11.93 eV
multiplicity = 4
LUMO level (alpha / beta) = -3.80 / -3.92 eV
Kohn-Sham gap (alpha / beta) = 6.39 / 8.01 eV

```
27
Properties=species:S:1:pos:R:3:forces:R:3
C 0.584243 0.792504 -1.849523 0.355 -0.353 -0.698
C 0.076583 -0.010597 -2.868881 0.586 1.904 -2.234
C -0.291180 -1.333749 -2.848381 -0.809 -0.388 -0.401
C -0.348662 -2.163022 -1.743754 0.054 -2.340 0.770
C 0.027700 -1.919445 -0.411896 0.129 -0.516 -1.618
Re -0.395367 -0.032518 -0.399109 0.929 0.457 1.869
P 0.056841 2.224276 0.480751 -0.319 2.109 0.067
H 1.088934 1.718126 -2.147584 -0.287 -0.378 0.284
H -0.011111 0.455267 -3.870817 0.219 -0.268 0.440
H -0.591204 -1.790270 -3.801570 -0.086 0.367 0.450
H 0.154743 -2.797405 0.231332 -0.088 0.646 0.033
H -0.685631 -3.176516 -1.987321 0.106 0.104 0.071
H -0.928325 2.921076 1.255119 0.360 -0.241 -0.159
H 0.290816 3.273030 -0.461667 -0.159 -0.455 0.359
H 1.170793 2.554404 1.321308 -0.398 -0.632 -0.280
C 0.801359 -1.086184 4.257742 0.340 -0.235 0.239
N -0.347769 -0.227362 3.964942 -0.437 0.278 -1.735
C -1.013947 0.422098 5.082095 -0.578 0.412 0.366
C -0.809193 0.041189 2.732076 1.097 -0.715 0.513
O -0.240707 -0.384007 1.678165 -1.025 0.296 1.989
H 0.869236 -1.130234 5.351483 0.123 -0.064 -0.412
H 1.752420 -0.685012 3.876502 -0.443 -0.067 -0.070
H 0.658483 -2.114058 3.902737 -0.044 0.363 -0.163
H -0.957818 1.519029 4.961019 -0.013 -0.493 0.305
H -2.074046 0.114774 5.103919 0.462 0.164 0.257
H -0.501178 0.110846 6.004293 -0.471 0.325 -0.351
H -1.716514 0.672861 2.677821 0.398 -0.279 0.110
```
Forces are in eV/Å.


This record from the OMol25 dataset describes one molecule with the formula C8H15NOS in a non-equilibrium geometry. The level of theory is ωB97M-V with the def2-TZVPD basis set.

Values from the calculation:
HOMO level = -8.15 eV
multiplicity = 1
LUMO level = 0.27 eV
Kohn-Sham gap = 8.42 eV
energy above the lowest of the compared OMol25 structures with the same formula, charge and spin = 7.203 eV

```
26
Properties=species:S:1:pos:R:3:forces:R:3
C -0.491724 1.288310 -1.918730 1.252 0.239 -0.246
C -1.016443 1.170517 -0.723267 -1.448 -0.063 0.273
C 1.016606 -2.104080 0.310255 0.404 2.126 0.723
C -0.284712 -1.707654 -0.295809 -0.361 3.758 0.909
C 2.299657 -1.733363 -0.505053 -1.728 -0.050 2.602
C -0.340018 0.460715 0.308013 2.056 -3.827 0.435
C -2.400517 1.645190 -0.340588 1.501 -0.457 -0.237
C -0.791139 0.616125 1.732651 -1.524 -1.728 0.152
N 2.263563 -0.280534 -0.706416 0.184 -0.769 0.237
O 1.715194 2.020531 -0.241668 0.470 1.149 0.483
S 1.518360 0.680236 0.220174 -0.112 -0.084 0.410
H -1.016168 1.924531 -2.603880 0.197 -0.102 -0.809
H 0.551030 0.901693 -2.010757 -1.164 0.540 -0.898
H 1.219477 -1.554268 1.276154 -0.746 -0.576 -0.557
H 0.931982 -3.086961 0.615859 0.382 -2.538 0.364
H -0.361722 -1.769751 -1.379545 0.113 0.366 0.033
H -1.250069 -1.870814 0.175263 0.355 -0.544 0.297
H 3.078757 -1.987536 0.242779 0.226 -0.025 -0.948
H 2.310756 -2.415791 -1.349884 0.540 0.769 -0.672
H -2.885930 1.875258 -1.233109 -1.165 0.425 -1.424
H -2.924130 0.871136 0.183047 -0.457 -0.226 0.341
H -2.321263 2.537067 0.231438 -0.155 0.719 0.818
H -1.825454 -0.004359 1.895493 2.344 2.007 -0.189
H -0.800197 1.703151 1.988348 -0.487 -0.887 0.088
H -0.055276 0.112980 2.370625 -0.215 0.138 0.196
H 1.859368 0.707673 1.758595 -0.460 -0.359 -2.380
```
Forces are in eV/Å.


This record from the OMol25 dataset describes one molecule with the formula C8H15NOSi in a non-equilibrium geometry. The level of theory is ωB97M-V with the def2-TZVPD basis set.

Values from the calculation:
HOMO level (alpha / beta) = -5.11 / -9.02 eV
multiplicity = 3
LUMO level (alpha / beta) = 0.84 / -2.00 eV
Kohn-Sham gap (alpha / beta) = 5.94 / 7.02 eV
energy above the lowest of the compared OMol25 structures with the same formula, charge and spin = 0.196 eV

```
26
Properties=species:S:1:pos:R:3:forces:R:3
C 2.572567 -1.513583 0.522736 7.943 -4.615 -1.941
C 1.422174 -0.946773 0.895924 -6.798 4.689 1.375
C -1.846335 0.265133 -0.020999 -1.435 0.287 1.166
C 3.072587 -1.258625 -0.858805 -0.609 -0.319 0.248
C 1.975626 -0.543655 -1.681436 1.681 3.940 -0.256
C -1.798929 -0.159303 1.487171 -0.242 -0.530 -0.703
C -4.291609 0.464280 -0.219384 1.775 -2.483 3.017
C 1.381995 2.118651 0.067325 1.079 -1.072 -2.296
N -2.926654 0.484218 -0.657254 2.495 0.538 -0.440
O -0.658263 0.324091 -0.671623 -2.123 -0.049 -0.600
Si 0.917040 0.367146 -0.381549 1.574 -1.205 1.717
H 3.124960 -2.347939 0.990343 -0.470 0.751 0.387
H 0.840849 -1.273494 1.714959 -0.655 -0.605 0.527
H 4.100023 -0.829144 -0.726664 -0.784 0.148 -0.761
H 3.182785 -2.221832 -1.328168 0.657 -0.560 -0.377
H 2.436031 0.336478 -2.303670 -0.710 -1.704 0.678
H 1.429917 -1.164285 -2.348145 -0.415 -0.619 -0.421
H -2.815121 0.175114 1.889357 1.756 -0.692 -0.019
H -1.736183 -1.297868 1.386935 -0.245 1.392 0.655
H -0.900675 0.173836 2.123819 -1.501 -0.182 -1.192
H -4.649425 1.443167 0.000555 -0.431 0.761 -0.214
H -4.766667 -0.045009 -1.027179 -1.166 -0.126 -0.146
H -4.363464 -0.165206 0.803482 -0.476 1.147 -2.169
H 0.601724 2.764356 -0.110629 -2.352 1.325 -1.031
H 1.533231 2.354773 1.059526 1.182 -0.122 2.290
H 2.161820 2.495481 -0.606619 0.269 -0.093 0.504
```
Forces are in eV/Å.


This record from the OMol25 dataset describes an isolated ion of composition C8H15NP and charge +1 in a non-equilibrium geometry. The level of theory is ωB97M-V with the def2-TZVPD basis set.

Values from the calculation:
total charge = +1
HOMO level (alpha / beta) = -13.47 / -13.47 eV
multiplicity = 1
LUMO level (alpha / beta) = -5.93 / -5.93 eV
Kohn-Sham gap (alpha / beta) = 7.54 / 7.54 eV
energy above the lowest of the compared OMol25 structures with the same formula, charge and spin = 5.633 eV

```
25
Properties=species:S:1:pos:R:3:forces:R:3
C -3.082182 1.141905 0.331059 2.133 -3.347 -0.821
C -1.733486 1.164663 0.864881 0.762 -1.573 0.243
C -1.705235 -1.580936 -0.057659 -2.160 0.557 -0.054
C 3.882658 0.523602 0.037725 -0.385 2.885 -1.230
C -4.898583 -0.248389 -0.750949 0.953 0.155 4.288
C 2.938648 -0.565184 -0.465793 0.036 0.109 1.662
C 1.433822 -0.319273 -0.447423 0.804 0.924 1.575
C 0.876306 -0.465698 1.008550 -1.333 0.006 -2.991
N -3.475592 0.097385 -0.314461 0.405 -1.182 0.151
P -0.992181 -0.357956 0.891254 1.534 1.788 0.211
H -3.639977 1.960664 0.506820 -2.362 2.749 0.408
H -1.193605 1.968412 1.347437 -0.374 0.340 -0.234
H -2.441748 -2.069895 0.604060 -0.132 -0.440 -0.581
H 4.905213 0.294794 -0.371699 -0.671 0.101 1.572
H 3.707261 1.584443 -0.508127 -0.122 -2.412 0.688
H 3.684125 0.849660 1.064967 1.064 -0.587 0.170
H -5.082017 -0.063598 -1.744074 0.010 0.361 -2.383
H -5.604526 0.338737 -0.113805 0.490 -0.300 -0.585
H -5.065548 -1.307676 -0.479450 0.231 0.534 -0.421
H 2.971264 -1.547954 0.182194 0.999 1.523 -1.745
H 3.330268 -0.552877 -1.468908 -0.599 -1.542 -0.726
H 1.046116 0.543266 -0.908493 0.084 1.708 -0.438
H 1.088755 -1.053043 -1.060147 -1.511 -2.514 -1.423
H 1.299258 -1.376315 1.304391 -0.264 -1.631 1.107
H 1.280866 0.291640 1.579182 0.408 1.788 1.553
```
Forces are in eV/Å.